The following is a quantum chemistry calculation of an isolated molecule of C7H7Cl2NO3, from OMol25.

Bonds (Å) are listed after each position.
Atoms and positions in Å:
1 C -1.2510 2.1917 0.0201  C2 1.355, C3 1.441, H14 1.086
2 C 0.0439 2.3536 -0.3452  C1 1.355, C5 1.483, H15 1.072
3 C -1.9328 0.9218 0.0391  C1 1.441, C4 1.313, Cl12 1.881
4 C -1.5165 -0.3133 -0.1156  C3 1.313, N8 1.356
5 C 0.9211 1.2455 -0.7961  C2 1.483, C6 1.532, H16 1.075, H17 1.099
6 C 1.1409 0.1271 0.2274  C5 1.532, O11 1.332, Cl13 1.684
7 C 1.7713 -2.1110 0.3858  O11 1.356, H18 1.207, H19 1.091, H20 1.122
8 N -1.4619 -1.6684 -0.1090  C4 1.356, O9 1.226, O10 1.262
9 O -1.5549 -2.3603 -1.1169  N8 1.226
10 O -1.1253 -2.1706 0.9985  N8 1.262
11 O 1.5314 -1.0037 -0.3587  C6 1.332, C7 1.356
12 Cl -3.7933 1.1576 0.1846  C3 1.881
13 Cl 1.0022 0.2506 1.9008  C6 1.684
14 H -1.8148 3.0378 0.4007  C1 1.086
15 H 0.5293 3.3008 -0.2198  C2 1.072
16 H 0.4549 0.7876 -1.6497  C5 1.075
17 H 1.8087 1.7821 -1.1605  C5 1.099
18 H 0.8867 -2.4815 1.1190  C7 1.207
19 H 2.7272 -2.0708 0.9092  C7 1.091
20 H 1.6328 -2.9766 -0.3137  C7 1.122

highest occupied orbital energy (spin up / spin down)	-6.954 / -9.745	eV
lowest unoccupied orbital energy (spin up / spin down)	-0.40 / -2.82	eV
energy above the lowest of the compared OMol25 structures with the same formula, charge and spin	54.9	kcal per mole
expectation value of S²	2.023
spin multiplicity	3
electronic energy	-1471.4564	Ha
frontier orbital gap (spin up / spin down)	6.6 / 6.9	eV

The computed Mulliken charges, all in e, follow: atom 1 (C): -0.3982, atom 2 (C): -0.4216, atom 3 (C): 0.6499, atom 4 (C): -0.1208, atom 5 (C): -0.5698, atom 6 (C): 0.0261, atom 7 (C): -0.7320, atom 8 (N): 0.8993, atom 9 (O): -0.5679, atom 10 (O): -0.5259, atom 11 (O): -0.2707, atom 12 (Cl): -0.2198, atom 13 (Cl): -0.0835, atom 14 (H): 0.3552, atom 15 (H): 0.3642, atom 16 (H): 0.3681, atom 17 (H): 0.3154, atom 18 (H): 0.3052, atom 19 (H): 0.3343, atom 20 (H): 0.2924